[1]
The following is a DFT calculation (ωB97M-V/def2-TZVPD) of the ion C10H17N3OP with charge +1.

Properties
- Orbital gap (alpha / beta): 4.892 / 4.889 eV
- Charge: +1

Positions of all 32 atoms, in Å:
C1 -0.22098 1.57217 4.62759
C2 0.41969 0.32224 4.29520
C3 -0.96885 2.16067 3.60355
C4 0.37687 -0.17485 3.02512
C5 -1.09806 1.64771 2.22689
C6 -0.16050 0.51880 1.97508
C7 1.70817 -1.44108 -2.24137
C8 2.52619 -0.00056 -0.46384
C9 -2.38882 -0.95991 -1.45317
C10 -0.83451 0.81078 -2.01989
N1 -1.91671 1.97870 1.34032
N2 1.46729 -0.67229 -1.03451
N3 -1.11508 -0.36366 -1.23757
O1 0.09174 0.22779 0.75699
P1 0.02155 -1.11463 -0.21240
H1 -0.20910 2.02249 5.70966
H2 0.90057 -0.18521 5.05351
H3 -1.49520 3.04711 3.73283
H4 1.04728 -1.03758 2.87029
H5 1.02835 -2.30814 -2.31959
H6 1.64630 -0.76554 -3.06708
H7 2.69066 -1.84365 -2.28843
H8 2.64500 0.89997 -1.24191
H9 2.48308 0.37215 0.51599
H10 3.42371 -0.55795 -0.48017
H11 -2.45653 -1.50913 -2.46074
H12 -2.51165 -1.68715 -0.65126
H13 -3.02030 -0.18538 -1.26786
H14 -1.52777 1.57429 -1.98586
H15 0.12497 1.30815 -1.72684
H16 -0.64215 0.48255 -2.98681
H17 -2.61235 2.62294 1.66278

***

[2]
The following is a DFT calculation (ωB97M-V/def2-TZVPD) of an isolated molecule of C10H17N3OSi.

Properties
- Orbital gap (alpha / beta): 7.022 / 7.015 eV

Positions of all 32 atoms, in Å:
C1 -2.98178 1.62751 -0.35727
C2 -3.55612 0.39658 -0.13724
C3 -1.25127 -0.56163 -0.09271
C4 -1.62106 1.84527 -0.21781
C5 -0.61614 0.72432 -0.17528
C6 -2.64179 -0.74199 0.02649
C7 -2.41714 -3.14228 0.41837
C8 2.43741 -1.18121 -1.44994
C9 2.16640 -0.86543 1.64294
C10 3.44545 1.32409 -0.11907
N1 -1.19755 3.10217 -0.30546
N2 -0.06761 3.68459 -0.25455
N3 0.67625 0.92531 -0.34749
O1 -3.11633 -1.97884 0.10936
Si1 2.01234 -0.02588 -0.03846
H1 -3.67980 2.40918 -0.45283
H2 -4.63850 0.22495 -0.03635
H3 -0.54207 -1.49154 -0.11592
H4 -3.05756 -4.05931 0.30184
H5 -1.88083 -3.16245 1.35679
H6 -1.57362 -3.25618 -0.31238
H7 1.95728 -2.14231 -1.23164
H8 2.04278 -0.74340 -2.45621
H9 3.60627 -1.40120 -1.38243
H10 1.48495 -1.65280 1.93008
H11 3.30313 -1.06793 1.94002
H12 1.84459 -0.14399 2.49089
H13 3.21951 2.10708 0.62647
H14 4.30851 0.60625 0.09140
H15 3.46777 1.88177 -1.09145
H16 -1.93348 3.71829 -0.16762
H17 0.80002 3.04102 -0.19257

***

Largest force on an atom (eV Å⁻¹)
4.926 3.528